{"formula": "C84H210N14", "method": "ωB97M-V/def2-TZVPD", "species": ["C", "C", "N", "C", "C", "C", "C", "H", "H", "H", "H", "H", "H", "H", "H", "H", "H", "H", "H", "H", "H", "H", "C", "C", "N", "C", "C", "C", "C", "H", "H", "H", "H", "H", "H", "H", "H", "H", "H", "H", "H", "H", "H", "H", "C", "C", "N", "C", "C", "C", "C", "H", "H", "H", "H", "H", "H", "H", "H", "H", "H", "H", "H", "H", "H", "H", "C", "C", "N", "C", "C", "C", "C", "H", "H", "H", "H", "H", "H", "H", "H", "H", "H", "H", "H", "H", "H", "H", "C", "C", "N", "C", "C", "C", "C", "H", "H", "H", "H", "H", "H", "H", "H", "H", "H", "H", "H", "H", "H", "H", "C", "C", "N", "C", "C", "C", "C", "H", "H", "H", "H", "H", "H", "H", "H", "H", "H", "H", "H", "H", "H", "H", "C", "C", "N", "C", "C", "C", "C", "H", "H", "H", "H", "H", "H", "H", "H", "H", "H", "H", "H", "H", "H", "H", "C", "C", "N", "C", "C", "C", "C", "H", "H", "H", "H", "H", "H", "H", "H", "H", "H", "H", "H", "H", "H", "H", "C", "C", "N", "C", "C", "C", "C", "H", "H", "H", "H", "H", "H", "H", "H", "H", "H", "H", "H", "H", "H", "H", "C", "C", "N", "C", "C", "C", "C", "H", "H", "H", "H", "H", "H", "H", "H", "H", "H", "H", "H", "H", "H", "H", "C", "C", "N", "C", "C", "C", "C", "H", "H", "H", "H", "H", "H", "H", "H", "H", "H", "H", "H", "H", "H", "H", "C", "C", "N", "C", "C", "C", "C", "H", "H", "H", "H", "H", "H", "H", "H", "H", "H", "H", "H", "H", "H", "H", "C", "C", "N", "C", "C", "C", "C", "H", "H", "H", "H", "H", "H", "H", "H", "H", "H", "H", "H", "H", "H", "H", "C", "C", "N", "C", "C", "C", "C", "H", "H", "H", "H", "H", "H", "H", "H", "H", "H", "H", "H", "H", "H", "H"], "xyz": [[0.8589, -7.2829, -2.6009], [0.3530, -6.0015, -2.0435], [0.5904, -4.7497, -2.8031], [1.9419, -4.2707, -2.9965], [2.6921, -4.1235, -1.7071], [-0.2343, -4.6453, -4.0806], [-1.7472, -4.4995, -3.9480], [0.7865, -8.1167, -1.8500], [1.9399, -7.2563, -2.8784], [0.3295, -7.6134, -3.5031], [-0.6953, -6.0403, -1.9803], [0.6677, -5.9095, -0.9362], [2.5093, -4.9095, -3.7179], [1.8084, -3.2809, -3.3994], [2.1000, -3.3960, -1.0798], [2.7703, -5.0647, -1.1041], [3.7308, -3.7494, -1.7541], [-0.0329, -5.4550, -4.8448], [0.2380, -3.7794, -4.5371], [-2.3531, -5.4329, -4.1231], [-2.0980, -3.8215, -4.7093], [-2.0141, -4.1086, -2.9761], [0.4431, 5.1160, 4.2056], [1.1574, 4.0579, 3.4213], [1.9531, 3.0923, 4.1601], [3.1816, 3.5886, 4.7593], [4.5006, 3.4732, 4.0027], [1.2320, 2.1271, 4.9689], [2.1403, 0.9193, 5.2629], [-0.1507, 4.7542, 5.1014], [-0.2703, 5.6274, 3.5399], [1.0652, 5.9760, 4.5829], [0.4136, 3.5452, 2.8223], [1.7928, 4.5362, 2.6533], [2.9904, 4.6843, 4.8850], [3.3130, 3.1855, 5.7733], [4.3952, 3.2624, 2.8941], [5.0617, 4.4297, 4.1245], [5.0929, 2.6897, 4.4823], [0.2915, 1.7869, 4.4748], [0.8598, 2.4810, 5.9266], [2.4804, 0.3494, 4.3907], [1.6608, 0.1598, 5.8376], [2.9779, 1.2370, 5.7911], [1.5784, -0.7102, -5.1348], [2.1786, 0.5950, -5.6310], [1.7778, 1.7735, -4.8520], [2.5959, 2.8523, -5.1577], [4.0059, 2.8527, -4.5550], [0.3836, 2.0440, -5.1564], [-0.3759, 2.7108, -4.0255], [1.9535, -1.5720, -5.6808], [0.4811, -0.7106, -5.2651], [1.7383, -0.8058, -4.0463], [3.2532, 0.4939, -5.6086], [1.9342, 0.7668, -6.7146], [2.6466, 3.0210, -6.2646], [2.1192, 3.7096, -4.7174], [4.5562, 1.9960, -4.8402], [4.4923, 3.7594, -4.9835], [3.7757, 2.8066, -3.4840], [-0.0665, 1.0642, -5.2841], [0.3388, 2.4964, -6.1149], [-1.2241, 3.3043, -4.4501], [0.1766, 3.4864, -3.4576], [-0.8430, 1.9360, -3.3356], [5.9540, 1.5428, -0.0948], [6.8971, 0.3950, 0.2527], [6.3260, -0.5107, 1.1887], [6.9215, -1.8474, 1.1453], [6.4945, -2.6276, -0.0726], [6.0459, -0.0531, 2.5198], [7.3298, 0.1621, 3.3529], [4.9607, 1.2619, -0.4879], [6.4819, 2.2629, -0.7704], [5.8755, 2.1293, 0.8017], [7.0881, -0.0548, -0.7403], [7.8120, 0.8087, 0.5613], [6.4641, -2.4082, 1.9846], [8.0300, -1.7599, 1.2619], [5.4071, -2.5140, -0.3163], [6.7025, -3.7115, -0.0129], [7.1451, -2.4524, -0.8858], [5.3940, 0.7896, 2.6260], [5.5580, -0.9341, 2.9515], [7.6851, -0.6669, 4.0124], [8.1664, 0.3298, 2.6213], [7.2251, 1.0499, 3.9757], [7.9072, 0.9607, -4.6922], [7.0695, -0.2779, -4.2153], [5.7671, -0.4660, -4.9156], [6.0494, -1.2728, -6.1261], [5.1704, -0.8949, -7.2791], [4.8991, -1.2704, -4.1179], [4.2466, -0.5410, -3.0147], [7.3342, 1.8936, -4.6309], [8.4368, 0.8653, -5.6316], [8.7353, 1.0574, -3.9897], [7.7211, -1.2306, -4.2514], [7.0057, -0.1487, -3.1087], [7.1012, -1.1296, -6.3287], [5.8984, -2.3572, -5.9702], [5.4586, -1.5409, -8.1665], [4.1203, -1.0922, -7.0722], [5.2723, 0.1632, -7.5989], [5.4125, -2.1265, -3.6582], [4.1028, -1.6536, -4.7892], [3.4756, 0.1300, -3.3903], [4.8956, 0.0375, -2.2983], [3.7617, -1.3042, -2.3985], [-2.4770, -2.7885, -7.7669], [-2.5247, -1.4825, -6.9504], [-2.9915, -1.7706, -5.5897], [-2.9409, -0.5277, -4.7497], [-3.3292, -0.8425, -3.3556], [-4.3278, -2.3695, -5.5432], [-5.4677, -1.5478, -6.1103], [-1.7791, -2.6659, -8.4908], [-3.4264, -2.9880, -8.3010], [-2.2265, -3.6089, -7.1153], [-1.4801, -1.0956, -6.8392], [-3.1557, -0.7008, -7.4630], [-1.8811, -0.2311, -4.7603], [-3.5887, 0.3085, -5.2197], [-4.4527, -1.0967, -3.3502], [-2.6657, -1.7111, -3.0629], [-3.0252, -0.0196, -2.7032], [-4.4995, -2.7397, -4.5507], [-4.3279, -3.3465, -6.0931], [-5.6403, -0.6125, -5.5671], [-6.4683, -2.0166, -6.1004], [-5.2946, -1.2727, -7.1682], [3.2980, 4.9587, -1.3368], [2.7758, 5.7843, -0.2081], [2.1482, 7.0626, -0.5589], [0.8963, 6.7995, -1.2743], [0.2823, 8.0590, -1.8564], [1.8892, 7.7832, 0.6940], [3.2064, 8.3147, 1.3337], [2.5715, 4.4170, -1.8888], [4.0608, 4.2183, -1.0230], [3.8406, 5.6078, -2.0569], [2.0979, 5.2305, 0.4930], [3.6264, 6.0908, 0.3572], [1.0890, 6.1067, -2.0010], [0.1633, 6.4204, -0.5053], [-0.5572, 7.6772, -2.4422], [-0.0314, 8.8043, -1.1598], [0.9956, 8.5374, -2.5943], [1.3923, 7.1806, 1.3725], [1.3298, 8.6643, 0.4335], [3.0039, 9.0942, 2.1069], [3.8269, 8.7290, 0.5949], [3.8230, 7.5956, 1.8624], [2.0081, -7.4349, 0.8724], [2.2008, -7.0994, 2.3710], [3.3797, -6.3772, 2.6754], [3.3088, -5.0148, 2.1571], [4.5266, -4.1976, 2.4213], [3.8685, -6.4564, 4.0617], [4.2521, -7.8697, 4.4736], [1.8398, -6.5517, 0.2875], [1.1546, -8.0963, 0.7308], [2.8798, -7.8670, 0.4093], [1.2329, -6.6564, 2.7115], [2.2495, -8.0443, 2.8925], [2.4845, -4.3663, 2.6320], [3.1455, -5.0004, 1.0444], [4.7785, -4.0568, 3.4626], [4.4282, -3.2305, 1.9036], [5.4580, -4.6396, 1.9990], [4.7215, -5.8017, 4.1934], [3.0930, -6.0749, 4.7100], [4.5756, -8.4470, 3.6235], [5.0575, -7.8297, 5.1843], [3.4429, -8.4279, 5.0161], [-0.4362, -1.2995, -1.8449], [0.7750, -0.5619, -1.3114], [0.7567, -0.1046, 0.0574], [2.0995, 0.1387, 0.5055], [2.7268, -1.1873, 0.9318], [-0.0561, 1.0357, 0.1874], [-0.8731, 0.9125, 1.4554], [-0.2238, -2.3683, -1.6576], [-0.4473, -1.4010, -2.9812], [-1.3985, -1.0430, -1.4100], [1.6052, -1.2473, -1.4236], [1.0914, 0.2174, -2.0498], [2.7210, 0.8065, -0.1880], [2.0683, 0.7394, 1.4275], [3.7879, -1.0751, 1.1237], [2.2889, -1.5369, 1.8227], [2.5736, -2.0510, 0.2228], [-0.7886, 1.1622, -0.6217], [0.4941, 2.0337, 0.2362], [-1.5576, 1.7523, 1.6015], [-0.2892, 0.8469, 2.4085], [-1.4662, -0.0145, 1.4221], [-5.5700, -4.3922, 3.5159], [-6.3292, -3.7557, 2.3409], [-5.6219, -3.7322, 1.0971], [-6.4367, -3.4172, -0.0833], [-7.3770, -4.5585, -0.4721], [-4.4946, -2.7897, 1.1322], [-3.4582, -2.9849, -0.0250], [-5.2046, -5.4006, 3.1413], [-6.2953, -4.5004, 4.3193], [-4.7086, -3.8256, 3.7736], [-7.1997, -4.3471, 2.1478], [-6.7746, -2.7496, 2.6608], [-6.9861, -2.4688, 0.0652], [-5.8318, -3.2300, -0.9751], [-7.8772, -4.3533, -1.3851], [-6.8347, -5.4780, -0.4910], [-8.1499, -4.7962, 0.2965], [-3.9342, -2.9776, 2.0527], [-4.8559, -1.7464, 1.0895], [-2.5787, -2.3290, 0.1519], [-3.8540, -2.6231, -1.0478], [-3.1457, -4.0104, -0.0948], [-5.3272, 0.5686, 4.1583], [-4.0727, 0.2742, 4.8676], [-3.5603, 1.4162, 5.6207], [-3.1439, 2.5281, 4.7255], [-2.9549, 3.7875, 5.5994], [-2.5349, 1.0879, 6.6748], [-3.1026, 0.4784, 7.9665], [-5.3445, 1.1669, 3.2478], [-6.0720, 1.0175, 4.8886], [-5.7303, -0.3929, 3.9025], [-4.3494, -0.5113, 5.6021], [-3.3176, -0.1532, 4.1265], [-2.2195, 2.3289, 4.2274], [-3.9977, 2.5680, 4.0075], [-3.0508, 4.7066, 5.0400], [-3.7089, 3.7437, 6.4358], [-1.9042, 3.9109, 5.9968], [-2.0082, 2.0016, 6.9342], [-1.7314, 0.4656, 6.2944], [-3.8024, 1.1049, 8.5061], [-2.3260, 0.1690, 8.6726], [-3.6323, -0.4683, 7.8582], [-2.0437, 4.2860, -1.4345], [-2.4668, 4.6694, -0.0415], [-3.7387, 5.4218, 0.0253], [-3.7640, 6.7674, -0.5175], [-5.1588, 7.2389, -0.8877], [-4.3947, 5.2923, 1.3159], [-3.7601, 6.1116, 2.4754], [-2.7714, 3.4988, -1.7962], [-1.0227, 3.8350, -1.4301], [-2.0393, 5.1469, -2.1128], [-2.5691, 3.8287, 0.6010], [-1.7489, 5.2573, 0.4867], [-3.2591, 6.8966, -1.5044], [-3.2642, 7.5264, 0.1725], [-5.8329, 7.3414, -0.0698], [-5.5593, 6.4481, -1.4962], [-5.1009, 8.1864, -1.4591], [-5.4275, 5.5655, 1.1391], [-4.4519, 4.2156, 1.5005], [-2.6831, 5.9592, 2.3622], [-4.0571, 7.1274, 2.4802], [-4.1144, 5.6597, 3.3647], [-8.4010, 2.9917, 0.3826], [-6.9943, 2.4360, 0.4488], [-6.7299, 1.6079, -0.7658], [-5.9293, 0.4133, -0.5423], [-4.4614, 0.6460, -0.1657], [-6.4534, 2.4054, -1.9264], [-6.3732, 1.5849, -3.1853], [-8.7984, 3.3512, 1.3189], [-9.0992, 2.1283, 0.1586], [-8.3937, 3.7020, -0.4401], [-6.2809, 3.2759, 0.5860], [-6.9128, 1.7257, 1.3040], [-6.4410, -0.2328, 0.1978], [-5.9717, -0.1929, -1.4344], [-4.1211, 1.5385, -0.7595], [-4.3498, 0.8275, 0.8743], [-3.9012, -0.2558, -0.5156], [-5.5288, 2.9847, -1.9230], [-7.3170, 3.0413, -2.1242], [-6.1957, 2.2861, -4.0142], [-7.2469, 0.8674, -3.2910], [-5.4990, 0.9210, -3.1580], [-1.5660, -2.5832, 6.7973], [-1.5517, -2.2292, 5.3079], [-0.9727, -3.2892, 4.4247], [0.3946, -3.6159, 4.9174], [1.3384, -2.4968, 5.1447], [-0.9244, -2.7831, 3.0556], [-0.3673, -3.7925, 2.0995], [-2.3625, -3.2611, 7.0257], [-1.8633, -1.7287, 7.3822], [-0.6271, -2.9594, 7.1680], [-2.5377, -2.0532, 4.8929], [-1.0194, -1.3300, 5.0019], [0.1573, -4.1971, 5.8532], [0.8503, -4.3921, 4.2414], [1.4694, -2.0021, 4.2380], [1.0146, -1.8982, 6.0054], [2.3404, -2.9811, 5.3398], [-0.4596, -1.8167, 2.9425], [-1.9458, -2.5721, 2.7168], [-1.0588, -4.7244, 1.9884], [0.5974, -4.2663, 2.3823], [-0.1701, -3.3526, 1.1150]], "atomic_forces_ev_per_a": [[1.4, -1.8, -0.3], [1.0, 1.6, 1.4], [-1.6, -0.8, -0.4], [0.3, -1.1, -0.5], [-0.1, 0.1, 2.1], [1.5, -0.8, 0.2], [-0.3, -1.0, 0.0], [-0.1, 0.8, -0.6], [-0.6, 0.2, 0.2], [0.0, 0.2, 0.2], [-1.6, -0.2, 0.1], [-0.3, 0.3, -1.9], [-0.1, 0.4, 0.2], [0.3, 0.5, -0.6], [0.6, -0.8, -0.4], [-0.2, 0.6, -0.7], [-0.5, 0.0, -0.5], [0.1, 0.3, 0.9], [-0.5, 0.4, -0.2], [0.9, 0.6, 0.4], [-0.1, 0.5, -0.1], [-0.1, 0.2, 0.3], [-0.9, 1.8, 1.5], [0.7, -0.1, -0.3], [0.0, -0.9, -0.4], [-0.9, 2.0, 0.3], [0.4, 0.1, -0.8], [-0.1, -1.2, -0.6], [-1.3, -0.4, -1.3], [0.7, 0.1, -1.1], [0.0, -0.2, 0.1], [-0.2, -1.0, -0.3], [-0.2, -0.6, 0.0], [0.0, -0.1, 0.4], [0.3, -0.6, 0.3], [-0.2, 0.2, -0.3], [0.0, 0.2, 1.3], [-0.3, -0.7, -0.2], [0.2, -0.1, -0.4], [0.7, 0.3, -0.2], [0.1, 0.6, 0.5], [0.0, 0.6, -0.3], [-0.6, -0.3, 0.8], [1.6, 0.4, 1.0], [-1.0, 0.4, 0.4], [-0.1, 0.0, -0.5], [-0.6, -2.8, 0.3], [1.3, 1.8, -0.9], [-1.5, 0.7, -0.4], [0.1, -1.2, 1.4], [-1.4, 0.7, 0.2], [0.2, -0.1, 0.0], [0.4, -0.2, 0.0], [0.1, -0.2, -0.5], [0.4, 0.1, 0.1], [0.0, -0.2, 0.5], [0.0, 0.0, 0.3], [-0.3, 0.8, -0.1], [0.7, -0.9, -0.3], [-0.1, -0.5, 1.0], [0.9, 0.5, 0.0], [-0.3, 0.1, -0.1], [-0.4, 1.1, -1.0], [0.4, -0.6, 0.3], [0.1, -0.8, -0.2], [0.8, 1.0, -0.6], [0.8, 1.0, -0.1], [-1.6, 0.2, -2.1], [-0.7, -0.9, -1.0], [-0.6, 0.1, 0.9], [-0.4, -1.2, -0.3], [1.2, -1.9, 1.2], [1.1, 0.3, -0.3], [0.6, 0.0, 0.2], [-0.5, -0.7, 0.1], [-0.7, 0.4, 0.6], [0.1, -0.6, 0.7], [1.7, 0.7, 0.6], [0.7, 0.4, 0.0], [-0.5, -0.5, 0.0], [1.0, 0.2, 0.1], [-0.4, 0.2, 0.8], [0.3, 1.0, -1.5], [-0.4, 0.5, -0.5], [-0.5, 0.4, 0.3], [-0.7, 0.4, -0.6], [-0.5, 0.1, 0.8], [0.2, 0.0, 0.1], [-0.2, -0.7, 0.8], [1.3, 0.0, 0.4], [1.9, -0.6, -0.1], [0.1, 0.4, 0.1], [0.4, -0.1, -1.9], [-0.7, -0.5, 0.2], [-0.6, 0.8, 1.8], [0.0, -0.3, -0.2], [-0.5, -0.1, -0.6], [0.0, 0.1, 0.3], [-0.9, 1.1, -0.4], [-0.8, 0.1, -0.8], [0.2, 0.0, -0.6], [0.2, 0.3, 0.4], [-0.4, 0.7, 0.9], [-0.1, 0.0, 0.1], [0.0, -0.6, 0.3], [0.2, -0.3, -0.4], [0.4, 0.0, 0.4], [0.1, 0.2, 0.2], [-0.3, -0.6, -1.0], [-0.2, 0.2, 0.2], [-2.5, 0.8, 1.4], [0.1, -0.2, 0.2], [-0.5, 1.3, 0.2], [-0.1, 0.1, -2.1], [-0.5, -1.1, 0.6], [0.1, -1.6, -1.2], [-0.9, 0.8, -0.4], [2.3, 0.1, -2.3], [0.3, 0.0, 0.5], [0.1, -0.4, 0.1], [-0.8, -0.1, -0.2], [0.6, -0.5, 0.3], [-0.3, 0.3, -0.1], [1.0, -1.0, 0.7], [1.8, 0.4, 0.7], [-1.3, 0.6, -0.1], [-0.6, 0.0, 0.1], [-0.3, 0.3, 0.7], [0.4, 0.8, 0.1], [0.3, 0.0, 0.0], [0.6, -0.3, 0.1], [0.1, -0.1, 0.5], [1.6, 0.1, -0.8], [-0.4, 0.5, 0.8], [-0.1, -0.6, -0.1], [-0.6, 2.5, 3.5], [1.0, -0.6, -2.2], [2.7, 1.6, -1.5], [-1.2, 0.0, 1.4], [-0.9, -0.5, -0.5], [-0.5, 0.3, 0.2], [-0.4, -0.2, 0.3], [0.3, -0.1, -0.5], [0.7, -0.1, 0.7], [0.2, -1.8, -1.9], [0.3, -0.3, -0.7], [-0.3, 0.5, 0.0], [-0.3, 0.3, 0.5], [-0.7, -0.5, 0.8], [-1.5, -1.3, 1.6], [-0.5, 0.2, 0.1], [-0.1, -0.4, -0.7], [0.7, 0.7, -1.1], [-0.2, -0.5, 0.0], [0.2, 0.3, 0.6], [-1.3, -1.3, -0.5], [1.1, 1.3, -0.5], [-0.8, 0.8, 0.1], [1.9, 0.3, -1.0], [-0.7, -0.3, -0.6], [-1.0, -0.4, 0.8], [-0.3, 0.5, -0.1], [0.0, 0.0, 0.1], [0.5, -0.5, 0.2], [0.5, 0.3, 0.1], [0.0, -0.4, 0.2], [0.5, -1.2, -0.6], [-0.1, -0.3, 1.1], [-0.4, 0.4, 0.3], [-0.1, -0.2, 0.4], [-0.6, 0.0, 0.0], [0.1, -0.1, -0.3], [-0.4, 0.3, 0.7], [0.1, -0.2, -0.3], [0.5, 0.0, 0.3], [0.5, 0.5, -0.7], [0.6, -1.8, -0.9], [1.0, 0.2, -1.7], [0.4, -0.4, -1.4], [1.0, 0.2, 0.9], [0.8, -0.4, -1.7], [-1.3, 2.4, 1.1], [-0.4, -0.1, 1.3], [-0.6, 0.1, 0.6], [-0.2, 1.0, 1.2], [0.1, 0.2, -0.2], [0.3, -0.3, 0.2], [-0.4, 0.3, 0.6], [-0.6, -1.1, 0.3], [-0.2, 0.0, -0.1], [0.3, 0.0, -0.1], [-0.8, -0.2, 1.3], [0.3, 1.1, 0.4], [0.3, -0.3, -0.1], [-0.1, -1.1, -0.3], [-0.1, 0.1, -0.1], [0.0, 0.0, -0.9], [0.0, 0.2, -0.1], [-0.5, -1.4, -1.9], [-0.8, 0.8, 0.7], [1.4, 0.8, -1.2], [-0.8, -0.3, 0.2], [-0.5, 0.1, 2.1], [0.8, -0.5, -0.8], [-0.9, 1.7, -0.8], [-0.5, 1.0, 0.7], [0.4, -0.1, 0.3], [0.6, 0.5, 0.6], [-0.7, -0.5, 0.1], [0.7, -0.6, -0.4], [-0.1, -0.2, 0.1], [0.4, -0.1, 0.4], [-0.4, 0.1, -0.9], [0.7, -0.6, -0.6], [0.3, 0.6, -0.5], [-0.2, 0.3, 0.0], [0.1, -0.1, 0.3], [-0.4, -0.5, 0.1], [0.5, -0.7, 1.5], [0.2, -0.5, -0.1], [-2.5, 0.6, 0.5], [1.7, -0.4, 0.6], [1.0, 0.0, 0.6], [-1.4, -0.2, 1.6], [0.2, 0.0, 0.5], [-0.8, 0.2, -0.3], [-0.1, -0.6, 0.1], [0.4, 0.1, 0.1], [0.8, -0.3, -0.8], [-0.5, -0.5, -0.5], [0.6, 0.3, -0.3], [-0.5, 0.3, 0.8], [0.8, -0.4, -0.8], [0.9, 0.7, 0.3], [-0.5, 0.2, -0.3], [0.9, 0.3, -0.8], [-1.2, -0.6, -0.1], [-0.3, 0.2, 0.1], [0.1, -0.6, -0.4], [0.0, 0.5, -0.1], [0.3, 0.5, -0.1], [-0.2, 0.0, -0.7], [-0.1, -1.1, -0.3], [-0.9, 1.6, 0.0], [0.1, -0.7, -0.9], [0.9, 1.3, 0.0], [0.4, 0.2, -0.4], [-0.1, 0.4, -0.5], [0.1, -1.9, -1.5], [0.8, 0.9, 0.0], [-0.7, 0.3, 0.0], [0.0, -0.3, 0.1], [-0.3, -1.1, 0.3], [1.3, 0.6, 0.1], [0.3, -0.8, 0.9], [-0.4, -0.7, -0.6], [-0.4, 0.3, 0.8], [-0.4, -0.2, -0.6], [-0.1, -0.5, 0.3], [-0.4, 0.3, 0.3], [0.3, 0.1, 0.5], [0.0, 0.4, 0.5], [0.0, 1.1, -0.2], [-0.1, -0.3, 1.2], [-0.7, -1.7, -0.6], [0.2, -1.3, 0.1], [-0.3, 0.5, 1.3], [-0.3, 0.0, 0.4], [-0.1, -0.1, -2.1], [-0.5, -0.6, -0.8], [0.1, -1.4, -0.4], [0.3, 0.8, 0.3], [0.8, 0.9, -0.2], [-0.7, 0.3, 0.2], [0.0, -0.5, -0.1], [0.1, 0.6, -0.4], [0.2, 0.5, 0.0], [0.0, -0.1, -0.5], [0.0, -0.8, 0.6], [0.4, 0.2, 1.0], [-0.1, 0.8, 0.6], [0.2, 0.5, 0.6], [0.2, 0.5, 0.5], [-0.5, -0.5, -0.1], [0.7, 1.2, -0.2], [0.0, 0.2, -0.1], [-0.4, 0.8, -0.7], [0.3, -1.0, -1.2], [0.7, 0.5, 0.5], [-1.6, -2.9, 0.3], [1.3, -1.5, 1.7], [-1.0, -0.6, 0.0], [0.0, -2.4, -0.9], [-0.3, -0.9, -0.1], [0.3, 0.6, 0.1], [0.2, -0.1, 0.1], [-0.5, -0.1, 0.4], [0.3, 0.7, 0.8], [0.7, 0.5, -0.7], [-0.5, 0.8, 0.6], [0.1, 1.6, -1.3], [0.4, 0.2, -0.5], [-0.9, 0.7, 0.2], [0.8, 0.6, 0.2], [-0.2, -0.1, 0.3], [0.9, 1.7, 0.1], [-0.6, 0.7, 0.0], [-0.3, 0.0, 0.0]], "lowdin_charge": [-0.0987, -0.2609, -0.1671, -0.2835, -0.0880, -0.2149, -0.0863, 0.0802, 0.0824, 0.0686, 0.0858, 0.1052, 0.1252, 0.0833, 0.0638, 0.0609, 0.0697, 0.1206, 0.0859, 0.0901, 0.0257, 0.0561, -0.0931, -0.2613, -0.1845, -0.2599, -0.0812, -0.2415, -0.0648, 0.0694, 0.0609, 0.0801, 0.0972, 0.1020, 0.1090, 0.1103, 0.0826, 0.0759, 0.0500, 0.0992, 0.1029, 0.0760, 0.0396, 0.0372, -0.0853, -0.2512, -0.1871, -0.3115, -0.0591, -0.2560, -0.0774, 0.0724, 0.0473, 0.0533, 0.0713, 0.1364, 0.1303, 0.1012, 0.0222, 0.0934, 0.0695, 0.0722, 0.1078, 0.0833, 0.0578, 0.0792, -0.0805, -0.2696, -0.2153, -0.2445, -0.0982, -0.2479, -0.0722, 0.0541, 0.0898, 0.0457, 0.1034, 0.0893, 0.0924, 0.1317, 0.0790, 0.0781, 0.0418, 0.0860, 0.1012, 0.0802, 0.0756, 0.0520, -0.0765, -0.2392, -0.1557, -0.2759, -0.0931, -0.3143, -0.0805, 0.0669, 0.0564, 0.0613, 0.1341, 0.0907, 0.1002, 0.1217, 0.0937, 0.0487, 0.0850, 0.1205, 0.1095, 0.0471, 0.0773, 0.0611, -0.0746, -0.2452, -0.1930, -0.2622, -0.1285, -0.2824, -0.0819, 0.0269, 0.0844, 0.0663, 0.1122, 0.1180, 0.0856, 0.1373, 0.0921, 0.0669, 0.0625, 0.0899, 0.1182, 0.0550, 0.0819, 0.0744, -0.0866, -0.2712, -0.1760, -0.2563, -0.0798, -0.2282, -0.0740, 0.0354, 0.0753, 0.0983, 0.1169, 0.0889, 0.0718, 0.1199, 0.0626, 0.0496, 0.0988, 0.0783, 0.0997, 0.0822, 0.0539, 0.0540, -0.0734, -0.2634, -0.1771, -0.2473, -0.1133, -0.2342, -0.0877, 0.0026, 0.0778, 0.0784, 0.1202, 0.1002, 0.1101, 0.1108, 0.0616, 0.0521, 0.0935, 0.0920, 0.1084, 0.0716, 0.0584, 0.0860, -0.0661, -0.2688, -0.1753, -0.2358, -0.0596, -0.2861, -0.0861, 0.0639, 0.0868, 0.0418, 0.0684, 0.1172, 0.1289, 0.1110, 0.0438, 0.0418, 0.0617, 0.1072, 0.1333, 0.0504, 0.0663, 0.0641, -0.0713, -0.2877, -0.1833, -0.2491, -0.0829, -0.2270, -0.0756, 0.1027, 0.0703, 0.0311, 0.0866, 0.1314, 0.1084, 0.0983, 0.0566, 0.0660, 0.0735, 0.0833, 0.0965, 0.0530, 0.0687, 0.0659, -0.1150, -0.2937, -0.1708, -0.2185, -0.0848, -0.2182, -0.0939, 0.0462, 0.1123, 0.0539, 0.1207, 0.1251, 0.0840, 0.1064, 0.0336, 0.1001, 0.0587, 0.0881, 0.0868, 0.0673, 0.0711, 0.0540, -0.0849, -0.2565, -0.1864, -0.2729, -0.0953, -0.2446, -0.0460, 0.0816, 0.0622, 0.0637, 0.0867, 0.0811, 0.1093, 0.1257, 0.0495, 0.0687, 0.0862, 0.0935, 0.0950, 0.0648, 0.0573, 0.0397, -0.0964, -0.2379, -0.1814, -0.2558, -0.0660, -0.2879, -0.1035, 0.0611, 0.0966, 0.0580, 0.0976, 0.1116, 0.1024, 0.0835, 0.0798, 0.0421, 0.0539, 0.1036, 0.1091, 0.0829, 0.1083, 0.0310, -0.0512, -0.2401, -0.1496, -0.2769, -0.0922, -0.2849, -0.0883, 0.0753, 0.0344, 0.0592, 0.0827, 0.0898, 0.1164, 0.0907, 0.0362, 0.0682, 0.1035, 0.0909, 0.0913, 0.1158, 0.0192, 0.0656], "energy_ev": -111366.692, "e_lumo_ev": 0.7, "orbital_gap_ev": 8.778, "relative_energy_kj_mol": 596.68}